# 1
48
Properties=species:S:1:pos:R:3 method="wB97M-V/def2-TZVPD" multiplicity=3 homo_energy_ev="-14.127 / -14.127" lumo_energy_ev="-6.857 / -10.871" charge=+2 homo_lumo_gap_ev="7.3 / 3.3" s2=2.02 total_energy_ha=-3468.8419
Au -0.930 -0.869 -2.142
Cl -1.516 6.256 4.312
C -1.681 5.248 2.964
C -1.438 3.825 3.104
Cl -1.147 3.233 4.733
C -1.560 2.971 2.032
Cl -1.277 1.300 2.160
C -1.884 3.447 0.704
O -2.190 2.771 -0.296
C -1.920 4.944 0.589
Cl -2.128 5.485 -0.986
C -1.942 5.810 1.705
Cl -2.346 7.532 1.449
N 1.011 -0.676 -1.974
C 2.101 -0.729 -1.521
N 3.359 -0.529 -1.257
C 4.239 0.223 -2.120
C 5.142 1.150 -1.282
C 5.843 0.435 -0.118
C 4.834 -0.366 0.744
C 3.968 -1.248 -0.159
H 3.567 0.653 -2.877
H 4.922 -0.442 -2.637
H 4.544 2.002 -0.910
H 5.926 1.562 -1.928
H 6.481 1.142 0.450
H 6.531 -0.321 -0.571
H 4.162 0.348 1.316
H 5.332 -0.911 1.499
H 3.092 -1.681 0.369
H 4.596 -2.005 -0.600
C -4.495 -0.651 -0.936
C -3.425 -1.492 -1.461
O -2.886 -1.115 -2.552
C -3.131 -2.739 -0.766
C -2.544 -3.845 -1.392
C -2.436 -5.043 -0.663
C -2.778 -5.177 0.659
C -3.431 -4.122 1.268
C -3.655 -2.905 0.527
H -4.761 0.182 -1.604
H -4.083 -0.168 -0.009
H -5.425 -1.201 -0.738
H -2.223 -3.859 -2.431
H -1.989 -5.917 -1.232
H -2.549 -6.177 1.189
H -3.769 -4.216 2.320
H -4.111 -2.116 1.068

# 2
29
Properties=species:S:1:pos:R:3 method="wB97M-V/def2-TZVPD" homo_energy_ev=-9.183 lumo_energy_ev=0.837 smiles="C=CO/N=C1/CCC[C@H](C)[C@@H]1[SiH3]" homo_lumo_gap_ev=10.0 total_energy_ha=-772.4359
C -0.504 -4.064 -1.838
C 0.437 -3.203 -1.637
C 1.831 2.090 0.237
C 0.528 2.654 0.612
C 2.029 0.589 0.453
C -0.736 1.645 0.486
C 0.883 -0.182 -0.166
C -0.452 0.421 -0.433
C -1.038 1.259 1.970
N 1.250 -1.282 -0.684
O 0.230 -1.867 -1.457
Si -1.864 -0.803 -0.476
H -0.229 -5.153 -1.707
H -1.516 -3.729 -1.749
H 1.637 -3.360 -1.653
H 2.213 2.242 -0.834
H 2.465 2.468 0.951
H 0.465 2.881 1.683
H 0.167 3.639 0.148
H 2.812 0.221 -0.093
H 2.148 0.400 1.478
H -1.599 2.184 0.154
H -0.524 0.897 -1.391
H -0.053 0.764 2.262
H -1.917 0.485 2.151
H -1.209 2.059 2.835
H -2.367 -1.301 -1.906
H -2.991 -0.010 0.108
H -2.098 -1.943 0.495

# 3
145
Properties=species:S:1:pos:R:3 method="wB97M-V/def2-TZVPD" homo_energy_ev=-8.299 lumo_energy_ev=-0.014 homo_lumo_gap_ev=8.3 total_energy_ha=-32251.8069
C 4.625 -6.376 0.347
O 3.732 -6.406 1.425
C 2.418 -6.143 1.043
C 1.680 -7.364 0.513
C 1.681 -7.488 -0.965
C 0.770 -8.622 -1.426
B -0.681 -8.137 -1.424
O -1.652 -8.531 -0.542
B -1.798 -7.448 0.262
O -1.410 -6.216 -0.193
B -1.347 -6.120 -1.559
C -1.646 -4.780 -2.263
C -0.622 -4.416 -3.323
C 0.761 -4.642 -2.903
F 1.170 -4.197 -1.750
C 1.624 -5.257 -3.623
F 1.821 -4.988 -4.814
F 2.380 -6.173 -3.249
O -1.060 -7.178 -2.303
H 4.716 -7.356 -0.069
H 5.566 -6.082 0.747
H 4.345 -5.648 -0.384
H 1.885 -5.855 1.908
H 2.368 -5.335 0.343
H 0.694 -7.264 0.917
H 2.110 -8.223 0.973
H 1.324 -6.594 -1.405
H 2.670 -7.673 -1.292
H 1.011 -8.856 -2.443
H 0.921 -9.528 -0.894
H -2.216 -7.624 1.356
H -1.669 -4.014 -1.533
H -2.581 -4.880 -2.755
H -0.799 -4.865 -4.261
H -0.732 -3.366 -3.504
C -3.931 5.057 -1.056
Cl -3.110 6.146 0.047
Cl -2.742 3.997 -1.820
Cl -5.189 4.132 -0.235
H -4.398 5.647 -1.826
C -5.849 5.111 -5.269
Cl -7.093 3.862 -5.259
Cl -6.534 6.682 -4.853
Cl -4.539 4.692 -4.161
H -5.441 5.173 -6.265
C 0.815 5.310 -4.079
Cl -0.338 6.177 -5.081
Cl 2.442 5.443 -4.755
Cl 0.774 5.899 -2.419
H 0.541 4.268 -4.075
C 5.933 7.689 -4.467
Cl 7.063 7.015 -3.292
Cl 5.655 6.552 -5.785
Cl 4.416 8.114 -3.675
H 6.367 8.586 -4.881
C -2.242 3.539 -7.276
Cl -0.496 3.664 -7.466
Cl -2.966 5.144 -7.324
Cl -2.945 2.526 -8.539
H -2.447 3.089 -6.315
C 0.794 -5.302 4.692
Cl 0.044 -5.116 3.113
Cl 2.522 -5.552 4.472
Cl 0.514 -4.001 5.860
H 0.374 -6.191 5.135
C -0.336 -1.454 -9.362
Cl -1.572 -2.706 -9.479
Cl -1.019 0.054 -8.748
Cl 1.014 -1.997 -8.362
H 0.042 -1.267 -10.354
C -4.694 -3.981 0.684
Cl -3.275 -3.677 1.683
Cl -4.374 -3.538 -0.995
Cl -5.183 -5.672 0.794
H -5.502 -3.371 1.049
C 3.468 1.937 -5.171
Cl 1.749 2.056 -4.781
Cl 4.420 1.635 -3.716
Cl 3.757 0.689 -6.381
H 3.779 2.885 -5.585
C -6.957 -4.663 4.501
Cl -5.226 -4.756 4.802
Cl -7.290 -3.675 3.076
Cl -7.649 -6.275 4.310
H -7.424 -4.193 5.353
C 1.964 -1.526 9.111
Cl 0.686 -2.298 8.181
Cl 2.439 -2.537 10.485
Cl 3.348 -1.182 8.072
H 1.587 -0.593 9.494
C -2.301 10.045 0.249
Cl -3.691 9.614 -0.745
Cl -1.780 8.677 1.238
Cl -0.984 10.638 -0.763
H -2.599 10.840 0.913
C -0.441 1.322 6.826
Cl -2.148 1.712 7.014
Cl 0.389 1.435 8.385
Cl -0.241 -0.266 6.099
H -0.001 2.051 6.163
C 3.284 11.436 -3.983
Cl 3.780 13.126 -3.875
Cl 1.794 11.167 -3.079
Cl 3.085 10.955 -5.665
H 4.060 10.828 -3.545
C 7.320 6.391 0.299
Cl 8.867 6.710 1.079
Cl 7.058 4.653 0.114
Cl 6.000 7.139 1.188
H 7.338 6.841 -0.677
C 0.361 12.511 -8.645
Cl -0.417 11.011 -8.139
Cl 0.981 13.391 -7.251
Cl 1.653 12.183 -9.800
H -0.378 13.127 -9.132
C 6.022 0.732 10.655
Cl 4.716 -0.408 10.964
Cl 5.395 2.373 10.495
Cl 7.240 0.654 11.929
H 6.493 0.460 9.723
C -6.135 -8.754 6.813
Cl -4.494 -8.212 6.474
Cl -6.363 -10.419 6.281
Cl -6.505 -8.589 8.530
H -6.815 -8.126 6.260
C -0.398 3.231 3.117
Cl -0.485 1.465 3.167
Cl -1.565 3.956 2.009
Cl -0.662 3.867 4.747
H 0.592 3.517 2.793
C 2.907 0.505 0.997
Cl 1.676 1.730 0.732
Cl 4.170 1.095 2.087
Cl 2.193 -0.970 1.648
H 3.350 0.273 0.042
C -10.290 -9.281 3.877
Cl -11.731 -10.131 4.425
Cl -10.722 -7.919 2.846
Cl -9.326 -8.740 5.254
H -9.692 -9.967 3.298
C 4.612 4.967 4.292
Cl 4.390 6.596 4.952
Cl 5.628 4.005 5.363
Cl 3.039 4.191 4.062
H 5.104 5.038 3.334

# 4
18
Properties=species:S:1:pos:R:3 method="wB97M-V/def2-TZVPD" multiplicity=2 homo_energy_ev="-8.494 / -8.486" lumo_energy_ev="-0.135 / -3.420" homo_lumo_gap_ev="8.4 / 5.1" s2=0.77 total_energy_ha=-503.7237
H -0.785 0.336 2.566
Li -0.949 -1.308 0.274
O -0.579 2.334 2.326
O -1.356 0.534 0.252
C -0.443 1.147 -0.608
C 0.961 1.011 0.024
O 0.810 0.740 1.422
C -0.411 1.177 1.945
H -0.435 0.655 -1.602
H -0.676 2.217 -0.747
H 1.574 1.906 -0.146
H 1.544 0.158 -0.344
C 0.169 -1.879 -2.994
C 0.887 -2.186 -1.860
O 0.375 -2.391 -0.714
H 0.704 -1.692 -3.924
H 1.997 -2.088 -1.854
H -0.872 -1.566 -2.895

# 5
14
Properties=species:S:1:pos:R:3 method="wB97M-V/def2-TZVPD" homo_energy_ev=-4.195 lumo_energy_ev=3.561 charge=-1 homo_lumo_gap_ev=7.8 total_energy_ha=-813.6240
C 3.137 1.503 0.197
C 3.901 -0.632 -0.141
C 1.523 0.319 0.652
C -0.494 -0.358 -0.421
N 3.987 0.655 -0.136
N 0.477 0.646 -0.294
O 2.918 2.685 0.048
O 4.593 -1.442 -0.697
S 2.251 -1.249 0.599
H 1.272 0.537 1.781
H -1.325 -0.079 -1.211
H 0.042 -1.322 -0.677
H -1.070 -0.529 0.478
H 0.898 0.876 -1.116

# 6
22
Properties=species:S:1:pos:R:3 method="wB97M-V/def2-TZVPD" multiplicity=6 homo_energy_ev="-19.887 / -21.556" lumo_energy_ev="-15.089 / -15.749" charge=+4 homo_lumo_gap_ev="4.8 / 5.8" s2=8.78 total_energy_ha=-2490.7905
Ce 6.009 2.288 -2.012
Rh -0.127 0.785 0.086
Cl 5.862 -0.063 -2.992
Cl -0.056 3.046 0.511
C -0.730 0.522 1.732
C 8.250 2.347 -2.652
C 6.969 4.274 -1.178
O -1.205 0.201 2.752
O 9.353 2.723 -2.754
O 7.649 5.188 -0.916
S -0.641 -1.310 -0.359
C -2.303 -1.593 0.054
N -2.496 -2.489 1.086
C -3.710 -2.610 1.714
C -4.792 -1.912 1.255
C -4.660 -1.137 0.111
C -3.429 -1.007 -0.523
H -1.664 -2.989 1.426
H -3.726 -3.250 2.589
H -5.740 -1.987 1.779
H -5.519 -0.616 -0.282
H -3.295 -0.412 -1.426

# 7
10
Properties=species:S:1:pos:R:3 method="wB97M-V/def2-TZVPD" multiplicity=3 homo_energy_ev="-7.395 / -9.370" lumo_energy_ev="-0.562 / -2.256" homo_lumo_gap_ev="6.8 / 7.1" s2=2.01 total_energy_ha=-968.8558
C 0.222 -0.026 -0.024
C -1.040 0.607 0.150
C 0.125 -1.374 -0.130
C -2.040 -0.296 0.166
O -5.580 0.945 -0.677
P -5.114 0.079 0.378
S -1.511 -1.913 -0.022
H 1.150 0.518 -0.067
H -1.164 1.670 0.253
H 0.904 -2.096 -0.272

# 8
75
Properties=species:S:1:pos:R:3 method="wB97M-V/def2-TZVPD" multiplicity=3 homo_energy_ev="-4.207 / -4.821" lumo_energy_ev="2.277 / 1.290" charge=-1 homo_lumo_gap_ev="6.5 / 6.1" s2=2.01 total_energy_ha=-7136.7589
Ti -0.327 0.119 -0.197
C -3.442 0.319 -1.554
N -2.849 0.193 -0.206
C -3.001 1.497 0.474
C -2.234 1.564 1.772
N -0.771 1.538 1.565
C -0.289 2.870 1.110
C -0.060 1.221 2.806
C -0.540 1.655 4.035
C 0.165 1.394 5.200
C 1.370 0.706 5.122
C 1.853 0.290 3.895
C 1.155 0.536 2.707
S 1.770 0.027 1.153
C -3.509 -0.863 0.548
C -4.899 -0.916 0.606
C -5.545 -1.914 1.316
C -4.787 -2.874 1.978
C -3.408 -2.823 1.924
C -2.739 -1.816 1.216
S -0.988 -1.790 1.198
H -3.554 -0.674 -1.980
H -4.429 0.794 -1.508
H -2.782 0.919 -2.173
H -2.666 2.260 -0.229
H -4.064 1.681 0.686
H -2.534 2.479 2.298
H -2.491 0.711 2.402
H -0.475 3.614 1.891
H 0.782 2.798 0.923
H -0.785 3.151 0.185
H -1.475 2.196 4.099
H -0.225 1.723 6.154
H 1.932 0.490 6.022
H 2.789 -0.251 3.830
H -5.486 -0.169 0.087
H -6.626 -1.943 1.348
H -5.274 -3.667 2.532
H -2.810 -3.571 2.430
Cl 0.932 4.015 -5.669
C 1.052 2.796 -4.446
C 2.159 1.960 -4.391
Cl 3.437 2.128 -5.546
C 2.239 0.967 -3.409
Cl 3.585 -0.116 -3.328
C 1.207 0.801 -2.497
O 1.151 -0.144 -1.580
C 0.113 1.688 -2.517
O -0.778 1.497 -1.562
C 0.029 2.658 -3.502
Cl -1.367 3.686 -3.512
Ge -0.764 -2.030 -1.781
C -0.706 -1.553 -3.689
C 0.505 -1.423 -4.368
C 0.548 -1.037 -5.701
C -0.630 -0.778 -6.387
C -1.847 -0.921 -5.736
C -1.880 -1.302 -4.400
C 0.519 -3.465 -1.493
C 0.074 -4.775 -1.326
C 0.974 -5.814 -1.124
C 2.336 -5.554 -1.080
C 2.792 -4.251 -1.230
C 1.891 -3.214 -1.431
H -2.188 -2.625 -1.618
H 1.436 -1.614 -3.847
H 1.505 -0.924 -6.196
H -0.599 -0.462 -7.422
H -2.773 -0.727 -6.265
H -2.843 -1.410 -3.915
H -0.989 -4.991 -1.345
H 0.611 -6.827 -0.995
H 3.039 -6.362 -0.918
H 3.853 -4.037 -1.179
H 2.256 -2.198 -1.513

# 9
16
Properties=species:S:1:pos:R:3 method="wB97M-V/def2-TZVPD" homo_energy_ev="-13.353 / -13.782" lumo_energy_ev="-5.034 / -5.076" charge=+1 homo_lumo_gap_ev="8.3 / 8.7" total_energy_ha=-516.5610
C 0.719 1.913 -0.045
C -1.359 -1.655 -0.582
C 0.227 0.458 0.045
N 0.769 -0.224 1.232
P -1.563 0.069 -0.201
H 0.876 1.962 -1.110
H 1.510 2.168 0.580
H -0.105 2.506 0.148
H -1.919 -2.281 0.177
H -0.216 -1.673 -0.457
H -1.847 -1.814 -1.577
H 1.417 -0.597 -1.269
H 0.127 -0.330 2.009
H 1.653 0.369 1.580
H 1.075 -1.222 1.006
H -1.364 0.351 -1.536

# 10
12
Properties=species:S:1:pos:R:3 method="wB97M-V/def2-TZVPD" multiplicity=2 homo_energy_ev="-15.835 / -16.628" lumo_energy_ev="-9.858 / -8.305" charge=+1 homo_lumo_gap_ev="6.0 / 8.3" s2=1.27 total_energy_ha=-189.9071
N -1.935 0.026 0.507
C -0.766 -0.115 -0.380
C 0.673 0.468 -0.353
N 1.886 -0.219 -0.240
H -2.003 1.038 0.717
H -0.905 -1.191 -0.176
H 0.757 -1.275 2.426
H -1.087 0.008 -1.415
H 0.911 1.029 0.564
H 0.813 1.215 -1.172
H 0.189 -0.789 2.530
H 2.152 -0.841 -1.027